Below is a 2-piece molecular cluster, C3H9NO overall at a distorted geometry, with properties calculated with the ωB97M-V functional and the def2-TZVPD basis.

Computed properties:
**Charge**: 0
**SMILES**: C=CCN.O
**2S+1**: 1
**E_LUMO**: 0.0340 Ha

Last column: Löwdin charge in e.
Cartesian coordinates (Å):
C1 -2.044 0.753 0.474  -0.01
C2 -1.010 1.056 1.273  -0.18
C3 0.446 1.021 0.839  -0.29
N1 1.058 0.070 -0.165  -0.01
H1 -2.938 1.185 0.891  0.04
H2 -1.883 0.359 -0.517  0.05
H3 -1.172 1.488 2.262  0.09
H4 1.088 0.833 1.706  0.09
H5 0.639 2.049 0.517  0.11
H6 0.793 0.453 -1.067  0.05
H7 0.522 -0.777 0.011  0.05
O1 1.148 -2.621 -2.014  -0.07
H8 2.046 -2.429 -1.725  0.03
H9 1.308 -3.441 -2.485  0.03



Below is an isolated ion of composition C3H9NO and charge +1 at a distorted geometry, with properties calculated with the ωB97M-V functional and the def2-TZVPD basis.

Computed properties:
**Charge**: +1
**<S²>**: 0.755
**2S+1**: 2
**E_LUMO (spin up / spin down)**: -0.1274 / -0.3219 Ha

Last column: Löwdin charge in e.
Cartesian coordinates (Å):
C1 0.071 0.481 0.959  -0.12
C2 -0.281 -0.535 -0.233  -0.34
C3 -1.116 0.176 -1.292  -0.02
O1 0.906 -0.994 -0.831  0.00
N1 1.255 0.109 1.608  0.29
H1 -0.818 0.607 1.575  0.15
H2 0.126 1.467 0.477  0.15
H3 -0.842 -1.347 0.218  0.16
H4 -2.118 0.394 -0.915  0.10
H5 -1.198 -0.472 -2.161  0.11
H6 -0.690 1.132 -1.598  0.10
H7 1.488 -0.319 -1.199  0.12
H8 2.045 -0.149 1.023  0.15
H9 1.170 -0.550 2.369  0.16



Result set for energy above the lowest of the compared OMol25 structures with the same formula, charge and spin: 182.9; 103.6 kJ/mol, one per record in the order listed.